Record 1
Below is C9H11ClIrO3 as an isolated structure in a non-equilibrium geometry, with properties calculated with ωB97M-V/def2-TZVPD.

```
25
Properties=species:S:1:pos:R:3:forces:R:3
H -1.3382 -2.7473 -0.5841 0.32 0.88 -0.45
Ir -0.0075 0.2818 -0.1622 0.57 0.95 0.69
H 1.0884 -2.2926 -1.8103 -0.80 0.62 0.19
H 2.2330 0.0655 -2.8159 -0.01 -0.05 -0.29
H -0.6930 -1.4505 2.6181 0.06 -0.14 0.33
H 1.2037 -0.0066 -4.2758 0.06 -0.02 -0.08
C 0.2282 -1.5914 -1.7422 0.18 -0.61 -0.82
C 1.7604 0.5884 0.4196 5.00 0.56 0.79
H 0.7898 -2.4580 2.8914 0.03 -0.21 1.26
O -1.3744 1.5523 2.2218 1.31 -0.98 -1.48
H 0.9242 -0.6522 2.7201 0.08 -0.04 0.48
Cl 0.1135 2.6606 -0.8104 -0.11 0.84 -0.20
H 1.1196 1.4197 -3.1879 0.15 -0.14 -0.38
H -2.9343 -0.5751 -1.0488 0.75 -0.10 -0.27
O 0.5359 -1.8431 1.0448 0.32 0.74 -0.50
C -1.0319 -1.8268 -1.1227 -0.81 -0.40 -0.43
H 1.4781 -1.9390 0.7691 -0.73 -0.19 0.80
C 0.1807 -0.2973 -2.4298 -0.86 -0.95 -1.42
O 2.8299 0.8574 0.7050 -1.69 -0.25 -0.11
C 0.3784 -1.5591 2.4895 0.40 -0.47 -1.54
C 1.2567 0.3352 -3.2356 -0.50 0.06 1.06
C -1.8841 -0.6812 -1.3728 -0.80 -1.24 -0.81
C -1.1469 0.2556 -2.1584 0.42 0.36 -0.28
H -1.4758 1.2325 -2.5273 -0.12 -0.63 -0.03
C -0.8742 0.9638 1.3803 -3.21 1.44 3.48
```
Forces are in eV/Å.

As for the spin multiplicity: 6. As for the expectation value of S²: 8.771. The largest force on an atom is 5.1 eV/Å. The calculation puts the highest occupied orbital energy (spin up / spin down) at -15.1 / -18.8 eV. For the energy above the lowest of the compared OMol25 structures with the same formula, charge and spin, the calculation gives 0.0000 eV. The charge is +2. The frontier orbital gap (spin up / spin down) comes out at 7.71 / 6.19 eV.

Quick look at the Mulliken charges, all values in e: 0.44, 0.89, 0.50, 0.34, 0.34, 0.36, -0.48, 0.28, 0.29, -0.26, 0.39, 0.03, 0.32, 0.52, -0.36, -0.22, 0.35, 0.54, -0.29, -0.78, -1.07, -0.52, -0.61, 0.61, 0.35

Record 2
Below is one molecule with the formula C2HO2P in a non-equilibrium geometry, with properties calculated with ωB97M-V/def2-TZVPD.

```
6
Properties=species:S:1:pos:R:3:forces:R:3
C -1.1776 -0.0643 0.0113 -2.24 1.02 0.95
C 0.1418 0.3293 0.1102 1.62 0.10 -0.45
O -2.3361 0.1756 0.0787 0.38 -0.73 -0.41
O -0.2876 -1.0669 -0.0636 -0.16 -0.14 -0.19
H 2.0041 -0.3694 -0.1841 0.79 0.30 0.09
P 1.6554 0.9957 0.0474 -0.38 -0.55 0.01
```
Forces are in eV/Å.

The largest force on an atom is 2.6 eV/Å. The structure (SMILES) is [H]/P=c1\oc1=O. The calculation puts the highest occupied orbital energy at -10.3 eV. For the energy above the lowest of the compared OMol25 structures with the same formula, charge and spin, the calculation gives 1.9596 eV. The frontier orbital gap comes out at 9.34 eV.

Quick look at the Mulliken charges, all values in e: 0.85, 0.07, -0.48, -0.33, 0.04, -0.15

Record 3
Below is C32H79AlF6O34S11 as an isolated structure in a non-equilibrium geometry, with properties calculated with ωB97M-V/def2-TZVPD.

```
163
Properties=species:S:1:pos:R:3:forces:R:3
H -4.9428 2.0819 3.2374 0.52 0.28 -0.05
H 4.3743 -3.3153 -2.3414 -0.25 -0.24 0.05
H 2.4168 2.7586 6.3038 0.29 0.07 0.02
F -3.8283 0.4228 -4.4590 -0.36 1.85 1.48
O -2.0696 -1.3844 2.1124 0.50 1.73 -0.48
H -5.0537 4.5668 2.6772 0.03 -0.58 -0.46
C 4.9641 -0.6901 1.6213 -0.81 -0.23 0.81
H 0.7890 -4.6269 -2.1620 -0.70 0.71 -0.05
H 3.5425 -2.4576 -3.6294 0.08 0.22 -0.02
H -0.5840 -5.5798 -2.9073 0.12 0.40 -0.05
O 0.9672 -4.6188 1.6675 -0.17 -0.60 0.02
C -0.6268 4.9284 -0.6263 0.54 0.02 1.13
C -5.6431 -4.5312 1.2472 -0.59 -0.34 -0.24
S -4.5775 -1.2016 -0.3312 1.14 -0.16 0.63
O -1.1666 2.1270 4.7480 2.66 -1.15 -0.54
S -0.7197 -3.4752 -6.1214 0.03 -0.29 -2.00
H 0.9836 5.0265 4.7596 0.05 -0.35 -0.42
H -2.6076 -6.4394 -3.0601 0.79 0.46 -0.10
O -1.7500 -5.4680 0.1584 0.43 -0.08 -0.64
H 2.1814 1.0590 -3.9469 0.12 0.11 0.04
O 0.8305 -2.1170 1.9429 2.05 -3.22 0.85
H -3.6420 -2.3054 -2.2617 -0.05 -0.21 0.50
O 1.7340 -1.3635 -1.7947 -0.57 0.39 -0.21
O -2.6417 -4.5697 -2.0166 2.34 1.77 1.15
H -2.4333 -1.2697 -5.2699 -0.56 0.18 0.20
H 6.4485 1.6863 -2.4568 0.00 -0.01 0.45
C 5.5552 3.5215 1.5777 -1.32 -0.97 -0.45
H 0.7159 2.9958 6.4082 -0.30 0.54 -0.09
H 5.3510 -3.6260 0.7616 0.03 -0.06 -0.09
H -4.8266 -0.9418 -6.5052 0.36 0.32 0.54
C -5.8484 -3.0272 1.0573 0.03 -0.54 0.60
C 1.4372 -3.6209 4.1861 0.57 -0.13 -1.10
C 1.5670 3.1509 5.7451 0.30 1.32 0.87
O -3.0763 3.7705 2.5839 -0.14 -1.70 -1.24
H 3.1279 2.5115 -4.5158 0.21 -0.19 0.34
O -4.5890 -2.5719 0.5803 1.05 2.36 -1.37
C -4.9046 1.9165 2.1607 -0.09 -0.63 0.39
O -1.3704 -4.5782 -5.4074 0.90 1.59 -0.69
O 0.1858 2.8679 1.0617 0.92 3.06 -0.24
F -4.1462 0.9499 -2.3005 -0.53 0.62 -1.24
H 5.4756 4.0880 0.6499 -0.27 0.29 0.02
H 1.8617 5.2459 6.1953 0.70 0.04 0.04
C -4.4647 -5.4278 -3.2636 0.41 -0.02 0.23
H 1.9336 -2.7549 4.6240 -0.16 0.17 -0.40
H 1.3661 -0.2735 5.6946 0.05 0.44 -0.10
O -2.3256 1.7087 1.2911 -1.85 1.72 0.63
C 2.9932 -1.8485 -1.6676 0.36 1.24 0.88
H -4.2065 -4.6118 -3.9386 -0.10 0.13 0.05
H 0.0515 -1.3219 -5.4685 0.34 -0.11 -0.08
O -5.7996 -0.4482 -0.0072 1.95 -0.99 -0.74
C 4.1069 -0.8317 -1.6523 -0.19 1.28 0.07
H 2.9753 -2.3059 -0.6784 -0.05 -0.66 0.89
H 7.1973 3.1885 -2.9212 -0.44 0.33 -0.28
H 3.3294 -5.0654 1.0736 0.51 -0.69 0.07
H -6.0161 -4.9273 2.1917 0.09 0.26 0.08
H 0.1783 5.2258 -1.2983 0.15 -0.39 0.18
S 0.0708 1.3907 4.4313 -0.40 -0.30 -0.81
C 1.8339 4.6174 5.3052 -0.99 -0.86 0.83
C 2.2885 2.1435 -3.9258 0.31 -0.07 0.87
C 0.0666 -2.2904 -4.9685 -0.64 -0.76 -0.64
S 3.4748 0.1900 2.3505 -0.31 0.40 -0.83
C -2.9249 -1.9665 -5.9488 -0.76 0.51 0.25
H -6.2051 -5.0398 0.4639 0.00 -0.20 -0.07
H 5.0810 -1.2435 -1.3882 -0.11 -0.16 0.21
H 1.2822 6.9398 0.6920 0.17 0.24 -0.43
S 2.4470 2.6861 -2.1477 -1.67 -0.30 -0.47
H 4.2247 -0.4190 -2.6543 -0.05 0.13 -0.14
O 2.4791 0.4134 1.2773 1.78 -0.51 1.79
H 5.5469 0.0226 1.0377 -0.19 0.00 0.17
H -1.2487 4.1688 -1.0999 0.04 -0.16 0.43
H -2.6491 5.7588 1.4817 0.07 -0.22 -0.40
H 2.0802 -4.4866 4.3445 -0.13 -0.12 0.01
O -3.8937 3.3473 0.1931 0.63 -0.51 1.16
O 4.2587 1.6418 2.6358 -0.40 -2.81 0.60
C 3.4135 -2.8958 -2.6397 -0.87 -1.20 -1.19
H -3.4615 6.9770 2.1737 -1.04 0.05 0.44
H 5.5180 -1.1165 2.4577 0.11 0.61 0.21
H -0.5448 -2.2035 -4.0703 0.10 -0.21 0.09
Al -0.3130 -0.0830 0.2243 -0.58 -0.37 0.04
H 1.4056 2.6065 -4.3667 -0.24 -0.02 0.65
H 0.3550 -6.1232 -1.5321 -0.44 -0.17 0.36
O -1.9114 -2.4774 -6.7669 2.89 -2.30 -0.68
H -4.3438 -2.1917 -7.5045 0.36 -0.12 -0.34
O 3.0755 -0.3879 3.6338 1.10 1.13 -2.12
O 0.2100 -3.8090 -7.2495 -2.55 1.20 3.02
H 3.5893 7.5683 0.6260 0.40 -0.07 -0.46
O -0.9065 1.3240 -4.2697 -1.54 -1.29 1.81
C 5.2265 -4.1540 1.7070 -0.02 -0.23 -0.46
F -4.1663 -1.8530 5.3195 -0.20 -0.11 0.19
S 1.4168 -3.4456 2.3270 -0.23 3.75 0.20
S -3.4491 2.6529 1.3882 0.46 0.05 0.22
H -5.8348 2.3077 1.7486 0.37 0.05 -0.40
H -5.0584 -1.3833 -2.7039 -0.12 0.20 0.25
H 4.2376 2.1127 0.5549 -0.10 -0.39 0.27
C 3.4481 6.5039 0.4385 -1.15 -0.66 -0.29
O 3.0797 -3.3612 2.0176 -2.55 2.01 0.96
O 1.5768 1.8184 -1.3001 3.16 2.09 -1.88
H 2.1603 6.2656 2.0340 -0.39 0.36 0.36
H 0.4460 -3.7685 4.6149 -0.07 0.10 -0.57
O -1.3679 1.8922 -1.9129 -0.35 -0.55 -0.31
H -6.0665 -2.4694 1.9680 -0.12 -0.25 0.04
H 3.7371 -5.1456 2.8298 -0.25 -0.18 0.03
H 0.2614 0.7094 6.7803 0.42 0.43 -0.23
O 0.2145 0.7039 3.1209 -0.09 1.71 3.02
C -4.6501 -2.0446 -1.9396 -0.45 0.83 0.01
H 5.5053 -3.4693 2.5080 0.35 -0.35 0.08
F -4.8414 -0.9517 3.4859 -0.62 0.30 -0.39
C -3.6747 5.9862 1.7725 1.39 -0.41 -0.75
H 4.1596 5.9073 1.0093 0.06 0.14 -0.14
S -2.4078 -2.1289 3.3130 -0.70 -1.95 -0.84
O -1.5148 -0.4239 -2.4998 -0.22 0.53 -1.01
C -3.2047 -5.7711 -2.4396 -1.74 -1.37 0.06
O -3.2498 -0.5532 -0.2367 -2.81 -1.34 0.17
H 1.0597 -2.7009 -4.7859 -0.07 0.25 0.08
H 6.5223 3.0345 1.4529 -0.06 -0.29 0.61
O 1.6352 4.9526 0.6712 -0.13 -4.12 -0.96
H -4.7811 -6.2529 -3.9018 0.15 -0.18 0.17
H -4.2569 5.9820 0.8510 -0.13 0.23 0.24
C 0.3986 0.2126 5.8198 -0.52 0.03 -0.47
H 4.8685 3.2523 -3.5143 -0.58 0.47 -0.07
O -0.3216 5.0722 2.1495 0.46 -0.49 -0.96
O -1.0714 -3.1422 -0.5338 -0.89 -3.95 -1.61
H 3.3998 3.1368 1.7528 0.01 0.39 -0.79
C -3.4948 1.2763 -3.4129 2.19 -0.17 -0.10
H 3.4250 6.1749 -0.6004 0.63 0.53 -0.24
H 4.7185 -1.5804 1.0424 -0.66 0.50 -0.16
H -4.8767 0.8322 2.0526 0.13 0.20 -0.47
H -1.1760 5.8394 -0.3886 -0.21 -0.24 0.22
C 4.2973 2.5523 1.5505 0.51 2.06 -0.13
C -4.0009 4.8442 2.7297 -0.73 1.68 0.19
H -5.3118 -5.1571 -2.6333 0.11 0.16 0.01
C 3.8001 -4.5565 1.9148 -0.35 -0.49 -0.40
H 2.7394 4.6115 4.6985 -0.02 0.36 0.16
O -1.3350 -2.3666 4.2470 0.23 0.95 0.84
H 3.8321 -0.0085 -0.9927 0.22 0.02 0.07
S -1.6413 0.9554 -3.0230 1.87 1.47 -0.01
S -1.3674 -4.5743 -0.8910 -0.63 3.43 -0.06
F -3.3562 0.0284 4.7112 0.22 1.10 0.13
C -3.7948 -1.1201 4.2689 1.94 -2.17 -0.66
O -3.0576 -3.3626 2.9093 -0.63 0.49 0.80
H -5.3244 -2.8917 -1.8139 0.27 -0.02 -0.02
C -0.0938 -5.2436 -1.9936 0.41 -0.83 0.51
H -3.4333 -2.7741 -5.4221 0.16 -0.02 0.35
O 4.1041 2.4398 -1.7753 -2.41 -0.35 -0.01
O 1.4420 2.3856 4.5974 -2.10 -2.51 -2.16
H -3.4456 -6.3413 -1.5424 -0.27 -0.20 -0.02
H 5.5018 4.2173 2.4151 0.29 -0.22 0.04
C 2.0515 6.2123 0.9508 0.27 2.16 2.60
O 2.2025 4.1267 -2.2149 0.74 -1.69 0.64
C 5.0335 3.3066 -2.4382 0.07 -0.01 -1.37
H 5.8024 -5.0785 1.6654 0.42 0.27 0.21
H -0.3589 -0.5707 5.8460 -0.22 0.07 -0.72
C 6.4352 2.7602 -2.2702 -0.03 0.41 1.02
H -6.6413 -2.8318 0.3353 0.01 0.10 -0.05
S 0.1866 4.3428 1.0034 -1.62 -0.65 -1.14
H -4.5999 -4.8246 1.1292 0.01 0.29 0.23
H -3.4825 -0.6454 -7.6273 0.13 -0.05 0.18
F -3.6450 2.6122 -3.7193 -0.40 -2.55 0.16
C -3.9187 -1.3653 -6.9349 -0.63 -0.22 -0.10
H 2.6173 -3.6297 -2.7649 0.32 -0.43 0.14
H 6.7091 3.0828 -1.2658 0.52 -0.86 0.23
H -3.9571 5.2573 3.7375 0.71 -0.57 0.27
H 4.8987 4.3168 -2.0515 0.13 0.02 -0.22
```
Forces are in eV/Å.

The largest force on an atom is 4.4 eV/Å. The calculation puts the highest occupied orbital energy at -8.7 eV. For the energy above the lowest of the compared OMol25 structures with the same formula, charge and spin, the calculation gives 0.0839 eV. The frontier orbital gap comes out at 3.69 eV.

Here are the Mulliken charges for atoms 1 to 99, given in e: 0.35, 0.44, 0.27, -0.17, -1.11, 0.36, -0.49, -0.55, 0.46, 0.27, -0.72, -1.07, -1.04, 0.73, -0.59, 1.08, 0.18, 0.40, -0.75, 0.05, -0.55, -0.18, -0.14, 0.36, -0.14, 0.27, -1.73, 0.45, 0.14, 0.37, -0.34, -1.00, -0.50, 0.05, 0.48, 0.36, -0.67, -0.55, 0.07, -0.17, 0.31, 0.46, -0.75, 0.13, 0.17, -0.20, 1.87, -0.11, 0.48, -0.81, -1.24, -0.80, 0.41, 0.31, 0.31, 0.49, 0.77, -1.01, -1.01, -0.63, 1.00, 1.30, 0.35, 0.60, 0.47, 0.86, 0.60, -0.53, 0.31, 0.01, -0.12, 0.45, -0.78, -0.46, -1.77, 0.39, 0.47, -0.10, 2.38, 0.37, 0.43, -0.42, 0.45, -0.65, -0.66, 0.42, -0.59, -1.08, -0.23, 0.55, 1.26, 0.50, 0.46, -0.68, -0.88, 0.35, -0.02, 0.14, 0.41